No. 1
DFT (ωB97M-V/def2-TZVPD) results for a structure of composition C10H23Cl2O2P2Tc in a non-equilibrium geometry.

Values from the calculation:
multiplicity = 4
frontier orbital gap (spin up / spin down) = 6.2533 / 6.5754 eV
charge = +3
maximum force = 0.1274 hartree/bohr
expectation value of S² = 3.785

Cartesian coordinates (Å):
C 1.541 3.707 -0.471
C 0.929 2.395 -0.931
H 1.686 4.346 -1.377
H 2.536 3.615 0.019
H 0.985 4.301 0.295
O 0.411 1.755 -1.779
Cl 1.005 1.134 1.935
Tc -0.020 -0.076 0.173
P 1.928 -1.274 -0.320
C 1.993 -2.533 -1.651
C 3.241 -0.109 -0.799
H 4.136 -0.682 -1.063
H 3.737 -2.371 0.867
H 3.479 0.605 -0.003
H 2.704 -1.408 1.956
H 1.673 -2.085 -2.602
H 2.938 0.472 -1.672
C 2.704 -2.093 1.105
H 3.017 -2.923 -1.757
H 2.152 -2.990 1.395
H 1.311 -3.366 -1.436
P -2.249 0.525 0.452
C -3.599 0.041 -0.688
C -2.876 0.157 2.114
H -1.667 2.808 1.081
H -3.388 2.638 0.661
H -2.164 2.696 -0.619
C -2.371 2.336 0.392
H -2.109 0.417 2.850
H -3.775 0.753 2.306
H -4.521 0.580 -0.421
H -3.778 -1.039 -0.629
H -3.111 -0.906 2.200
H -3.319 0.285 -1.723
C -0.666 -0.838 -1.527
O -1.034 -1.235 -2.556
Cl -2.103 -2.719 0.348
C -0.588 -1.959 0.975
H -0.792 -2.090 2.059
H 0.022 -2.870 0.842

Löwdin population analysis, charges in e, atoms 1 to 2: atom 1 (C): 0.0725, atom 2 (C): -0.0210


No. 2
DFT (ωB97M-V/def2-TZVPD) results for a structure of composition C10H23N2O8S2 in a non-equilibrium geometry.

Values from the calculation:
frontier orbital gap = 7.9199 eV
charge = -1
maximum force = 0.0614 hartree/bohr

Cartesian coordinates (Å):
C 1.700 -3.594 1.182
C 1.424 -2.140 0.771
N 0.269 -2.071 -0.129
C 0.597 -2.663 -1.440
C -0.533 -3.503 -2.108
S -1.774 -4.219 -1.023
O -1.176 -5.271 -0.253
O -2.739 -4.772 -1.938
N -2.449 -3.054 -0.138
S -3.988 -3.330 0.215
O -4.242 -4.627 0.722
O -4.894 -2.879 -0.767
O -4.167 -2.347 1.480
C -0.048 -0.696 -0.351
C -1.468 -0.303 -0.659
O 0.774 0.150 -0.312
H 2.446 -4.043 0.522
H 2.082 -3.666 2.196
H 0.795 -4.186 1.049
H 1.252 -1.567 1.678
H 2.309 -1.696 0.304
H 1.505 -3.255 -1.408
H 0.819 -1.834 -2.124
H -0.051 -4.361 -2.567
H -0.985 -2.934 -2.914
H -3.621 -2.699 2.199
H -1.530 0.754 -0.900
H -2.059 -0.462 0.239
H -1.879 -0.900 -1.466
C 2.660 6.174 0.227
O 2.419 5.333 1.340
C 1.065 5.353 1.769
C 0.283 4.164 1.243
O 0.166 4.192 -0.169
C 1.109 3.347 -0.821
H 3.614 5.883 -0.211
H 1.880 6.085 -0.531
H 2.732 7.218 0.556
H 0.582 6.290 1.473
H 1.075 5.309 2.862
H -0.732 4.208 1.650
H 0.738 3.225 1.573
H 0.774 2.309 -0.770
H 2.108 3.428 -0.386
H 1.162 3.650 -1.867

Löwdin population analysis, charges in e, atoms 1 to 2: atom 1 (C): -0.0747, atom 2 (C): -0.2407